1.
# C4H6O2

The molecule C4H6O2 (ωB97M-V/def2-TZVPD, the Open Molecules 2025 dataset).

Last column: Löwdin charge in e.
Element x y z (Å)
O 2.0057 0.1059 -0.8720  -0.058
C 0.9377 0.1850 0.1243  -0.159
C -0.4595 0.9210 -0.0803  -0.196
C -1.2258 -0.3383 -0.5418  -0.046
C -0.3236 -0.7181 0.6417  -0.193
O -0.7609 0.5134 1.2983  -0.081
H 2.7506 -0.4855 -0.6294  0.097
H 1.5155 0.5650 0.9542  0.129
H -0.6935 1.9572 -0.3456  0.143
H -2.2979 -0.3140 -0.2791  0.117
H -1.0694 -0.7701 -1.5304  0.108
H -0.3789 -1.6216 1.2600  0.138

The energy above the lowest of the compared OMol25 structures with the same formula, charge and spin comes out at 96.2 kcal per mole. The calculation puts the total energy at -8336.2886 eV. The value obtained for the frontier orbital gap is 0.3932 hartree. The HOMO energy comes out at -9.895 eV.

=====

2.
# C4H6O2

C4H6O2 as an isolated structure (ωB97M-V/def2-TZVPD, the Open Molecules 2025 dataset).

Last column: Löwdin charge in e.
Element x y z (Å)
C -1.5323 -0.0498 0.2909  -0.031
C -0.2648 -0.0301 -0.5521  -0.313
C 0.9615 0.7352 -0.0316  -0.006
C 1.5948 -0.6465 0.0168  -0.477
O 2.6430 -1.1291 0.3188  0.136
O 0.4856 -1.2861 -0.4533  0.053
H -1.6404 0.8743 0.8657  0.080
H -1.5005 -0.8893 0.9902  0.090
H -2.4263 -0.1661 -0.3263  0.077
H -0.4870 0.1607 -1.6049  0.142
H 1.4437 1.4197 -0.7346  0.124
H 0.8467 1.2159 0.9432  0.124

The energy above the lowest of the compared OMol25 structures with the same formula, charge and spin comes out at 13.6 kcal per mole. The calculation puts the total energy at -8339.8723 eV. The value obtained for the frontier orbital gap is 0.4198 hartree. The HOMO energy comes out at -10.526 eV.

=====

3.
# C4H6O2

C4H6O2 as an isolated structure (ωB97M-V/def2-TZVPD, the Open Molecules 2025 dataset).

Last column: Löwdin charge in e.
Element x y z (Å)
O 1.4119 -1.0275 1.8571  0.117
C 0.6957 -0.2384 1.0659  -0.324
C -0.3520 -0.6892 0.0791  -0.021
C -0.4368 0.8445 -0.1789  -0.414
O -1.1063 1.5129 -0.9266  0.046
C 0.6048 1.0930 0.8305  0.067
H 2.0136 -0.4904 2.3930  0.131
H -1.3037 -0.5471 -3.2959  0.038
H -1.2508 -1.1415 0.5098  0.122
H 0.0064 -1.2900 -0.7623  0.111
H -1.3774 -0.0054 -2.7888  0.016
H 1.0945 1.9790 1.2169  0.111

The energy above the lowest of the compared OMol25 structures with the same formula, charge and spin comes out at 58.0 kcal per mole. The calculation puts the total energy at -8337.9475 eV. The value obtained for the frontier orbital gap is 0.3656 hartree. The HOMO energy comes out at -9.569 eV.

=====

4.
# C4H6O2

The molecule C4H6O2 (ωB97M-V/def2-TZVPD, the Open Molecules 2025 dataset).

Last column: Löwdin charge in e.
Element x y z (Å)
O 2.0015 1.2101 0.3542  0.082
C 2.0694 0.1374 -0.1743  -0.368
O 1.1801 -0.8472 -0.1936  0.014
C -0.1261 -0.5763 0.3485  -0.269
C -1.2126 -0.3301 -0.6280  -0.110
C -1.0724 0.6223 0.5274  -0.078
H 2.9015 -0.2160 -0.8267  0.148
H -0.2054 -1.1952 1.2546  0.153
H -0.9885 0.2007 -1.5740  0.125
H -1.9365 -1.1170 -0.7551  0.096
H -0.8157 1.6631 0.3441  0.104
H -1.7952 0.4481 1.3230  0.101

The energy above the lowest of the compared OMol25 structures with the same formula, charge and spin comes out at 48.0 kcal per mole. The calculation puts the total energy at -8338.3793 eV. The value obtained for the frontier orbital gap is 0.4222 hartree. The HOMO energy comes out at -10.468 eV. Its SMILES is O=COC1CC1.

=====

5.
# C4H6O2

The molecule C4H6O2 (ωB97M-V/def2-TZVPD, the Open Molecules 2025 dataset).

Last column: Löwdin charge in e.
Element x y z (Å)
O 2.0484 -0.0075 0.0915  0.005
C 1.2474 1.0292 0.1791  -0.017
C -0.4800 -0.0168 -1.1892  -0.061
C -0.2327 0.5911 0.2076  -0.366
C -0.5803 -0.3598 1.3337  -0.245
O -1.3386 -0.1044 2.2352  0.075
H 1.6375 -0.9006 0.0930  0.101
H 0.0619 0.5745 -1.9274  0.081
H -1.5413 -0.0228 -1.4557  0.090
H -0.1096 -1.0489 -1.2547  0.080
H -0.8461 1.4847 0.3399  0.129
H -0.0678 -1.3507 1.3032  0.127

The energy above the lowest of the compared OMol25 structures with the same formula, charge and spin comes out at 82.1 kcal per mole. The calculation puts the total energy at -8336.8999 eV. The value obtained for the frontier orbital gap is 0.3370 hartree. The HOMO energy comes out at -8.905 eV.

=====

6.
# C4H6O2

The molecule C4H6O2 (ωB97M-V/def2-TZVPD, the Open Molecules 2025 dataset).

Last column: Löwdin charge in e.
Element x y z (Å)
C 1.3785 0.1033 -1.1425  -0.082
C 0.3963 -0.4747 -0.1956  -0.093
O 0.2257 0.4161 1.2229  -0.012
C -1.2340 0.1846 1.0766  -0.024
C -1.0157 -0.5190 -0.2720  -0.477
O -1.8257 -0.9567 -1.0701  0.030
H 1.2428 -0.4870 -2.0582  0.096
H 1.2003 1.1568 -1.4030  0.082
H 2.4221 -0.0200 -0.8331  0.070
H 0.5855 -0.2103 1.8682  0.147
H -1.7001 1.1677 0.9992  0.133
H -1.6464 -0.3794 1.9161  0.130

The energy above the lowest of the compared OMol25 structures with the same formula, charge and spin comes out at 92.8 kcal per mole. The calculation puts the total energy at -8336.4388 eV. The value obtained for the frontier orbital gap is 0.3005 hartree. The HOMO energy comes out at -7.910 eV.

=====

7.
# C4H6O2

The molecule C4H6O2 (ωB97M-V/def2-TZVPD, the Open Molecules 2025 dataset).

Last column: Löwdin charge in e.
Element x y z (Å)
O -2.1662 1.3462 -0.7020  0.086
C -1.1307 1.1781 -1.2856  -0.337
O 0.0342 0.8668 -0.7111  -0.011
C -0.1112 0.1184 0.4834  -0.401
C 1.1801 -0.1747 1.0651  -0.018
C 0.2401 -1.3138 0.0778  0.029
H -0.9884 1.2304 -2.3713  0.147
H -0.9493 0.4378 1.0941  0.145
H 2.1017 0.2633 0.6889  0.089
H 1.1673 -0.2133 2.1735  0.104
H 0.3747 -1.4301 -1.0219  0.098
H 0.2476 -2.3091 0.5090  0.069

The energy above the lowest of the compared OMol25 structures with the same formula, charge and spin comes out at 63.3 kcal per mole. The calculation puts the total energy at -8337.7148 eV. The value obtained for the frontier orbital gap is 0.3938 hartree. The HOMO energy comes out at -9.662 eV. Its SMILES is O=COC1CC1.

=====

8.
# C4H6O2

The molecule C4H6O2 (ωB97M-V/def2-TZVPD, the Open Molecules 2025 dataset).

Last column: Löwdin charge in e.
Element x y z (Å)
C -0.9660 -0.7281 0.0151  -0.144
C 0.0052 0.2404 -0.7353  -0.150
C 0.6481 1.4474 -0.0699  -0.247
O 1.5357 2.0668 -0.6066  0.058
C 0.0841 -1.1760 0.9320  -0.326
O 0.3335 -0.6019 1.9669  0.042
H -1.3623 -1.4303 -0.7361  0.126
H -1.7923 -0.1949 0.5048  0.130
H -0.8441 0.6219 -1.2595  0.109
H 0.7021 -0.2438 -1.4313  0.134
H 0.1945 1.7971 0.8763  0.132
H 0.7459 -1.9202 0.4491  0.136

The energy above the lowest of the compared OMol25 structures with the same formula, charge and spin comes out at 44.9 kcal per mole. The calculation puts the total energy at -8338.5123 eV. The value obtained for the frontier orbital gap is 0.3929 hartree. The HOMO energy comes out at -9.939 eV. Its SMILES is O=CCCC=O.

=====

Let's list strongest force on any atom in order: 1.82 0.65 0.55 1.58 0.64 0.25 2.44 2.07 eV/Å.